#a
{"formula": "CHNO2", "method": "ωB97M-V with the def2-TZVPD basis set", "elements": ["C", "N", "O", "O", "H"], "coordinates": [[0.7693, -0.0311, -0.0140], [-0.8032, -0.1211, 0.5217], [1.4846, 0.8335, -0.1029], [0.0947, -1.0051, -0.3182], [-1.5453, 0.3238, -0.0867]], "mulliken_charge": [0.682, -0.426, -0.281, -0.200, 0.226], "smiles": "O=C1NO1", "total_charge": 0, "gap_ev": 10.58, "homo_ev": -10.053, "lumo_energy_ev": 0.53}

#b
{"formula": "CHNO2", "method": "ωB97M-V with the def2-TZVPD basis set", "elements": ["C", "N", "O", "O", "H"], "coordinates": [[-0.3827, 0.2854, 0.7229], [1.0392, -0.8854, -0.8362], [-1.4629, 0.5759, 0.3618], [0.6618, -0.7885, -1.9250], [0.1446, 0.8126, 1.6764]], "mulliken_charge": [0.050, 0.173, -0.289, -0.154, 0.220], "total_charge": 0, "gap_ev": [7.03, 7.16], "homo_ev": [-7.602, -7.604], "lumo_energy_ev": [-0.57, -0.45]}

Q: Which of them is the least stable? A: #b.

#a
{"formula": "H24KrO12", "method": "ωB97M-V with the def2-TZVPD basis set", "elements": ["Kr", "O", "H", "H", "O", "H", "H", "O", "H", "H", "O", "H", "H", "O", "H", "H", "O", "H", "H", "O", "H", "H", "O", "H", "H", "O", "H", "H", "O", "H", "H", "O", "H", "H", "O", "H", "H"], "coordinates": [[-12.7348, -6.4210, -17.7800], [-15.7675, -4.5094, -15.6817], [-14.9815, -4.1366, -16.0811], [-16.2852, -4.8268, -16.4216], [-10.4736, -8.7525, -18.8577], [-10.3150, -8.4780, -19.7609], [-9.7472, -9.3421, -18.6551], [-13.8775, -2.9216, -17.0257], [-13.8559, -3.0622, -17.9723], [-14.5777, -2.2824, -16.8939], [-14.3870, -9.2282, -15.7627], [-15.0593, -9.1987, -16.4434], [-14.2594, -8.3134, -15.5116], [-14.2274, -6.7074, -14.7479], [-13.3679, -6.4782, -14.3946], [-14.6760, -5.8681, -14.8512], [-14.4678, -6.2456, -21.2082], [-13.5424, -6.0748, -21.3832], [-14.8107, -5.4095, -20.8928], [-11.6479, -9.4670, -16.5100], [-12.3886, -8.8638, -16.4493], [-11.2650, -9.2913, -17.3696], [-10.2881, -3.7349, -20.0469], [-10.0705, -3.0103, -19.4605], [-10.1085, -4.5220, -19.5327], [-15.0551, -8.4569, -19.6443], [-14.7988, -7.5912, -19.9623], [-15.6631, -8.2787, -18.9268], [-9.2062, -6.0157, -18.3589], [-9.4815, -6.9320, -18.3881], [-9.3280, -5.7575, -17.4452], [-11.9905, -5.2417, -14.2066], [-11.7966, -5.0772, -13.2838], [-11.9992, -4.3730, -14.6086], [-12.8624, -10.4262, -19.6074], [-13.5516, -9.7714, -19.4954], [-12.0552, -9.9670, -19.3753]], "mulliken_charge": [0.002, -0.686, 0.403, 0.303, -0.792, 0.334, 0.299, -0.667, 0.304, 0.323, -0.597, 0.302, 0.372, -0.664, 0.332, 0.322, -0.670, 0.316, 0.312, -0.607, 0.274, 0.368, -0.622, 0.295, 0.361, -0.628, 0.324, 0.303, -0.638, 0.344, 0.314, -0.630, 0.294, 0.303, -0.632, 0.389, 0.338], "total_charge": 0, "gap_ev": 9.49, "homo_ev": -10.023, "lumo_energy_ev": -0.53}

#b
{"formula": "H24KrO12", "method": "ωB97M-V with the def2-TZVPD basis set", "elements": ["Kr", "O", "H", "H", "O", "H", "H", "O", "H", "H", "O", "H", "H", "O", "H", "H", "O", "H", "H", "O", "H", "H", "O", "H", "H", "O", "H", "H", "O", "H", "H", "O", "H", "H", "O", "H", "H"], "coordinates": [[0.3202, 0.2127, -0.2295], [1.5050, -2.4495, 2.3727], [1.6305, -3.2094, 2.9410], [1.5024, -1.7012, 2.9697], [3.6534, -0.0699, -1.3804], [4.3389, -0.7188, -1.5393], [3.0845, -0.1290, -2.1479], [-0.1516, 1.8055, 2.6688], [0.4609, 1.2349, 3.1331], [0.3680, 2.5741, 2.4332], [-2.0502, -0.9103, -3.0213], [-1.8475, -1.7202, -2.5533], [-2.1034, -1.1712, -3.9407], [-2.1217, -0.2899, 2.2156], [-2.5313, -0.3202, 3.0802], [-1.3309, 0.2341, 2.3428], [-1.0373, -3.1025, -1.3470], [-1.7774, -3.6817, -1.5288], [-1.1185, -2.8942, -0.4163], [0.4899, 4.0825, 0.8441], [1.0424, 4.8278, 1.0798], [0.8067, 3.8119, -0.0177], [-4.0794, 0.5792, 0.2923], [-3.2954, 0.4515, 0.8264], [-4.4399, -0.3006, 0.1811], [3.8607, -1.6277, 0.9500], [3.0304, -1.8347, 1.3788], [3.6348, -0.9658, 0.2965], [-1.6230, 1.7332, -3.1203], [-1.7175, 1.8578, -4.0646], [-1.6320, 0.7835, -3.0015], [1.7302, 3.5066, -1.7337], [2.3804, 3.9536, -2.2755], [1.4444, 2.7638, -2.2655], [-0.9700, -2.7399, 1.3365], [-0.0759, -2.6688, 1.6707], [-1.3805, -1.9073, 1.5701]], "mulliken_charge": [-0.021, -0.793, 0.302, 0.324, -0.646, 0.317, 0.299, -0.620, 0.300, 0.304, -0.634, 0.326, 0.300, -0.688, 0.288, 0.322, -0.695, 0.330, 0.429, -0.619, 0.295, 0.366, -0.633, 0.386, 0.282, -0.652, 0.356, 0.416, -0.606, 0.268, 0.402, -0.628, 0.285, 0.296, -0.787, 0.444, 0.386], "total_charge": 0, "gap_ev": 10.26, "homo_ev": -10.415, "lumo_energy_ev": -0.16}

Q: Which of them is the least stable? A: #a.

#a
{"formula": "C2H8NOS", "method": "ωB97M-V with the def2-TZVPD basis set", "elements": ["C", "C", "S", "N", "H", "H", "H", "H", "H", "H", "H", "H", "O"], "coordinates": [[-1.1697, -0.8990, -0.5110], [0.1433, -0.1363, -0.4463], [0.1637, 1.0672, 0.9269], [-2.2988, 0.0034, -0.8139], [-1.2945, -1.4221, 0.4370], [-1.1120, -1.6823, -1.2861], [0.2910, 0.3723, -1.4019], [0.9659, -0.8401, -0.3227], [-1.9419, 0.9353, -0.5927], [-2.9960, -0.1071, -0.0826], [2.4101, 0.7966, 0.9664], [3.4980, 1.3027, 1.8856], [3.3410, 0.6093, 1.2414]], "mulliken_charge": [-0.361, -0.854, -0.691, -0.675, 0.243, 0.255, 0.284, 0.391, 0.263, 0.248, 0.247, 0.269, -0.619], "total_charge": -1, "gap_ev": 6.92, "homo_ev": -2.818, "lumo_energy_ev": 4.11}

#b
{"formula": "C2H8NOS", "method": "ωB97M-V with the def2-TZVPD basis set", "elements": ["C", "C", "S", "N", "H", "H", "H", "H", "H", "H", "H", "H", "O"], "coordinates": [[0.2599, -0.0651, -1.0462], [-0.6432, -1.2384, -0.8717], [-0.9661, -1.3586, 1.0910], [1.5669, -0.0134, -0.2983], [-0.2974, 0.7796, -0.6016], [0.4400, 0.1734, -2.0898], [-0.3334, -2.2848, -0.9324], [-1.6267, -0.9806, -1.3269], [1.7627, -0.8707, 0.1927], [1.5848, 0.7726, 0.3166], [-1.1366, 1.4081, 2.3481], [0.0798, 1.6241, 1.4334], [-0.6910, 2.0538, 1.7850]], "mulliken_charge": [-0.354, -0.718, -0.736, -0.638, 0.171, 0.305, 0.280, 0.248, 0.248, 0.278, 0.303, 0.255, -0.641], "total_charge": -1, "gap_ev": 6.76, "homo_ev": -2.583, "lumo_energy_ev": 4.18}

Q: Which of them is the least stable? A: #b.

#a
{"formula": "C11H18NOP", "method": "ωB97M-V with the def2-TZVPD basis set", "elements": ["C", "C", "C", "C", "C", "C", "C", "C", "C", "C", "C", "N", "O", "P", "H", "H", "H", "H", "H", "H", "H", "H", "H", "H", "H", "H", "H", "H", "H", "H", "H", "H"], "coordinates": [[4.6498, -1.5792, -2.5363], [-3.5634, -0.1453, 0.7671], [-2.6045, -0.2101, -0.1082], [-0.1665, 0.0818, -0.1720], [0.2605, 0.8287, 1.0162], [-0.3668, 0.5223, 2.3909], [0.6732, 2.2642, 0.9844], [-1.0551, -1.8900, -1.3590], [3.3584, -1.1600, -2.0010], [3.5854, 0.1460, -1.1439], [-1.4205, -1.0701, -0.0908], [5.6549, -1.9277, -2.9722], [2.4286, 0.6584, -0.5956], [1.5429, -0.4161, 0.3352], [-4.3498, 0.5498, 0.6194], [-3.2747, -0.6806, 1.7364], [-2.7576, 0.4448, -0.8837], [-0.1442, 0.6575, -1.0189], [-1.4553, 1.0172, 2.3176], [0.3685, 0.9757, 3.1957], [-0.5304, -0.4518, 2.7877], [0.4206, 2.7507, 0.0408], [1.7920, 2.4178, 0.9670], [0.2767, 2.8453, 1.7727], [-0.7892, -1.3322, -2.1720], [-0.3430, -2.5920, -1.2039], [-1.9742, -2.5504, -1.7816], [2.7497, -0.9641, -2.8471], [3.1240, -1.8528, -1.2953], [4.1008, 0.7757, -1.8121], [4.3896, -0.0386, -0.4204], [-1.5238, -1.7053, 0.7130]], "mulliken_charge": [-0.062, -0.765, -0.493, -1.038, 1.533, -1.727, -1.515, -1.677, -0.170, -0.786, 0.526, -0.410, -0.254, -0.503, 0.315, 0.229, 0.352, 0.976, 0.259, 0.408, 0.366, 0.374, 0.283, 0.493, 0.468, 0.496, 0.295, 0.316, 0.446, 0.453, 0.399, 0.415], "smiles": "C=C[C@@H](C)[C@@H]1P(OCCC#N)C1(C)C", "total_charge": 0, "gap_ev": 9.28, "homo_ev": -8.545, "lumo_energy_ev": 0.74}

#b
{"formula": "C11H18NOP", "method": "ωB97M-V with the def2-TZVPD basis set", "elements": ["C", "C", "C", "C", "C", "C", "C", "C", "C", "C", "C", "N", "O", "P", "H", "H", "H", "H", "H", "H", "H", "H", "H", "H", "H", "H", "H", "H", "H", "H", "H", "H"], "coordinates": [[5.3909, -1.1153, -0.0877], [-3.2807, -1.2828, -0.6340], [-1.9660, -1.5063, -0.8355], [0.0877, 0.0366, -0.2727], [-0.3106, 1.3978, 0.2180], [-1.4501, 1.5967, 1.2962], [-0.2446, 2.5452, -0.8098], [-0.0884, -2.6019, 0.3396], [4.2310, -0.4623, 0.4981], [3.7554, 0.6844, -0.3660], [-0.8896, -1.3430, 0.1757], [6.2576, -1.6271, -0.6453], [2.5110, 1.1723, 0.1642], [1.1761, 0.6674, 1.0230], [-3.9361, -1.6171, -1.4509], [-3.8214, -1.1446, 0.2799], [-1.5477, -1.8781, -1.7876], [0.5034, -0.0370, -1.2850], [-1.0539, 1.2612, 2.3062], [-2.3192, 1.0158, 1.2246], [-1.6794, 2.6603, 1.3539], [-0.4540, 2.0841, -1.7648], [0.5447, 3.2643, -0.7825], [-1.1124, 3.2409, -0.6228], [0.2097, -2.7293, -0.7944], [0.7498, -2.5990, 1.0755], [-0.8564, -3.3553, 0.5727], [3.3225, -1.2105, 0.6196], [4.3669, -0.0683, 1.6513], [3.6661, 0.2925, -1.3929], [4.3932, 1.6436, -0.2231], [-1.4612, -1.0007, 1.0812]], "mulliken_charge": [0.037, -0.926, -0.243, -0.503, 1.182, -1.733, -1.443, -1.327, 0.126, -0.418, 0.428, -0.380, -0.258, -0.402, 0.268, 0.295, 0.247, 0.694, 0.412, 0.280, 0.476, 0.370, 0.322, 0.398, 0.265, 0.305, 0.403, -0.024, 0.264, 0.281, 0.266, 0.337], "smiles": "C=C[C@@H](C)[C@@H]1P(OCCC#N)C1(C)C", "total_charge": 0, "gap_ev": 9.42, "homo_ev": -8.711, "lumo_energy_ev": 0.71}

Q: Which of them is the least stable? A: #a.